Record 1
{"formula": "H22O11", "method": "the ωB97M-V functional and the def2-TZVPD basis", "symbols": ["O", "O", "O", "O", "O", "O", "O", "O", "O", "O", "O", "H", "H", "H", "H", "H", "H", "H", "H", "H", "H", "H", "H", "H", "H", "H", "H", "H", "H", "H", "H", "H", "H"], "positions_angstrom": [[-3.47821, 0.48382, 3.06197], [2.02879, 0.36282, 1.49097], [-2.77721, -1.70418, -0.49303], [-0.28121, -0.09318, -0.25503], [-1.88421, -1.86618, 1.90297], [3.13979, -0.30918, -0.98103], [1.33879, -2.79318, -0.97703], [-1.42321, 1.70882, 1.58997], [0.94179, 1.66182, -3.07303], [-0.57521, -1.38318, -2.89103], [1.36679, 2.06282, -0.48103], [1.35379, -1.84918, -0.73903], [-0.63521, 0.27282, 0.52197], [-2.83821, 0.87982, 2.44797], [-2.12821, -1.35918, -1.08003], [-2.30421, -1.66818, 0.39897], [0.42179, 0.53482, -0.41803], [-0.55321, -0.84518, -2.12603], [-1.14921, -1.54618, 2.47097], [-2.23121, -2.61918, 2.33397], [-1.77921, 2.23382, 0.88697], [1.62279, 1.81282, -2.41203], [1.21479, 0.15482, 1.85397], [1.90879, 1.26982, 1.24797], [-0.91021, -0.80218, -3.56003], [-0.63221, 2.19782, 1.88497], [2.06979, -3.22718, -0.57503], [1.28479, 2.07582, -3.86903], [-2.95621, -0.08418, 3.68897], [2.76879, 0.04782, -0.15503], [2.25579, 2.30182, -0.33003], [3.87379, -0.77118, -0.62203], [0.94579, 2.85882, -0.74503]], "e_tot_ha": -840.7709, "total_charge": 0, "de_lowest_ev": 2.973, "multiplicity": 1, "lumo_ev": -0.8843, "smiles": "O.O.O.O.O.O.O.O.O.O.O", "mol_weight_g_mol": 198.165}

Record 2
{"formula": "C12H13FN2", "method": "the ωB97M-V functional and the def2-TZVPD basis", "symbols": ["F", "N", "N", "C", "C", "C", "C", "C", "C", "C", "C", "C", "C", "C", "C", "H", "H", "H", "H", "H", "H", "H", "H", "H", "H", "H", "H", "H"], "positions_angstrom": [[-3.83292, 0.81788, -0.26848], [1.18375, 2.49223, 0.47771], [2.04949, 0.57455, -0.26827], [-1.92168, 0.48021, 1.07215], [1.96368, -1.92139, -0.36025], [-0.37501, -1.29698, 0.49748], [2.81070, -0.65409, -0.27516], [0.69728, 2.21520, -0.78879], [-0.76710, -0.23874, 1.30961], [-1.20362, -1.63501, -0.57927], [0.90322, -2.07272, 0.74550], [-2.71417, 0.12010, -0.01822], [1.22494, 1.05150, -1.26164], [-2.36652, -0.93839, -0.84077], [1.99108, 1.48984, 0.73469], [2.66991, -2.75064, -0.31027], [2.54639, 1.34047, 1.65812], [1.06730, 0.51337, -2.19171], [3.54480, -0.62262, -1.11635], [3.40394, -0.63728, 0.66403], [1.47940, -1.95824, -1.35230], [-0.01321, 2.88048, -1.28824], [-3.00383, -1.16809, -1.69074], [-0.12287, 0.05766, 2.17529], [1.32052, -1.77242, 1.70238], [0.65783, -3.14531, 0.83828], [-0.92014, -2.46529, -1.24700], [-2.22337, 1.30237, 1.69679]], "e_tot_ha": -674.4506, "total_charge": 0, "de_lowest_ev": 0.000, "multiplicity": 1, "lumo_ev": 0.7510, "smiles": "Fc1ccc(CCCn2ccnc2)cc1", "mol_weight_g_mol": 204.248}

Record 3
{"formula": "C5H6N2O2", "method": "the ωB97M-V functional and the def2-TZVPD basis", "symbols": ["O", "O", "N", "N", "C", "C", "C", "C", "C", "H", "H", "H", "H", "H", "H"], "positions_angstrom": [[1.71765, -0.22934, -0.15276], [-2.55336, -1.43201, -0.97699], [0.42593, 2.62893, 0.85872], [-0.53268, -0.60707, -0.31529], [0.40666, 3.31966, 1.89368], [0.59058, -1.11358, -2.25242], [0.64936, -0.58162, -0.79594], [-0.62846, -1.63754, -2.46303], [-1.42245, -1.20764, -1.16755], [1.29857, 3.93575, 1.99987], [-0.29709, 3.47034, 2.77294], [-0.81614, -2.01963, -3.44427], [1.44827, -1.26316, -2.88142], [2.48069, -0.20630, -0.80054], [-0.49451, 2.10710, 0.68772]], "e_tot_ha": -454.0332, "total_charge": 0, "de_lowest_ev": 2.747, "multiplicity": 1, "lumo_ev": -0.4889, "smiles": "O=C1C=CC(O)=N1.C=N", "mol_weight_g_mol": 126.115}